The molecule C5H4N2 in a non-equilibrium geometry, computed with ωB97M-V/def2-TZVPD.

Output
SMILES	C#C[C@H]1N[C@H]1C#N
E_tot	-302.2659	Eh
orbital gap	9.9	eV
charge	0
LUMO energy	-0.15	eV
relative energy (zero: lowest compared OMol25 entry of this formula, charge and spin)	101.9	kcal/mol
strongest force on any atom	0.0278	hartree/bohr

Cartesian coordinates (Å):
C (2.445, 0.496, 0.131)
C (1.266, 0.490, 0.413)
C (0.284, -0.431, -0.163)
N (-0.699, -1.186, 0.581)
C (-1.150, -0.173, -0.378)
C (-1.733, 1.075, 0.055)
N (-2.244, 2.066, 0.365)
H (3.334, 0.061, -0.284)
H (0.772, -0.992, -0.944)
H (-0.741, -0.830, 1.532)
H (-1.534, -0.576, -1.308)

***

The molecule C2H4N4 in a non-equilibrium geometry, computed with ωB97M-V/def2-TZVPD.

Output
SMILES	C1[C@H]2NN=NN12
E_tot	-297.4809	Eh
orbital gap	9.2	eV
charge	0
LUMO energy	0.92	eV
relative energy (zero: lowest compared OMol25 entry of this formula, charge and spin)	102.5	kcal/mol
strongest force on any atom	0.0992	hartree/bohr

Cartesian coordinates (Å):
C (-0.784, -0.843, 0.495)
C (-0.341, 0.260, -0.550)
N (0.525, 1.231, -0.079)
N (1.682, 0.568, 0.294)
N (1.599, -0.634, 0.024)
N (0.369, -1.029, -0.416)
H (-0.656, -0.793, 1.600)
H (-1.598, -1.424, 0.130)
H (-1.289, 0.419, -1.167)
H (0.493, 2.246, -0.332)

***

A structure of composition C37H32NP2Tl in a non-equilibrium geometry, computed with ωB97M-V/def2-TZVPD.

Output
E_tot	-2338.3296	Eh
orbital gap	6.9	eV
charge	+2
LUMO energy	-6.47	eV
relative energy (zero: lowest compared OMol25 entry of this formula, charge and spin)	116.3	kcal/mol
strongest force on any atom	0.0911	hartree/bohr

Cartesian coordinates (Å):
C (0.529, -1.727, -4.412)
C (-0.486, -2.236, -3.583)
C (-1.842, -2.133, -3.932)
C (-2.162, -1.639, -5.205)
C (-1.159, -1.216, -6.065)
C (0.180, -1.246, -5.681)
P (-0.129, -2.616, -1.843)
C (-1.364, -3.531, -1.117)
C (-2.353, -3.014, -0.258)
C (-3.397, -3.822, 0.176)
C (-3.475, -5.172, -0.212)
C (-2.471, -5.697, -1.037)
C (-1.425, -4.901, -1.477)
Tl (0.242, -0.001, -0.661)
P (0.290, 2.559, -1.793)
C (-1.140, 2.346, -2.850)
C (-1.058, 2.641, -4.238)
C (-2.152, 2.349, -5.050)
C (-3.291, 1.763, -4.544)
C (-3.365, 1.453, -3.184)
C (-2.317, 1.774, -2.345)
C (-0.112, 3.794, -0.542)
C (0.751, 3.997, 0.562)
C (0.415, 4.906, 1.566)
C (-0.740, 5.677, 1.479)
C (-1.563, 5.545, 0.353)
C (-1.248, 4.630, -0.654)
C (1.853, 2.927, -2.595)
C (2.961, 2.083, -2.371)
C (4.123, 2.232, -3.132)
C (4.212, 3.291, -4.030)
C (3.151, 4.180, -4.190)
C (1.954, 4.007, -3.472)
C (1.502, -3.380, -1.697)
C (2.019, -4.103, -2.780)
C (3.310, -4.630, -2.694)
C (4.070, -4.455, -1.540)
C (3.533, -3.782, -0.444)
C (2.240, -3.258, -0.500)
H (1.671, 3.405, 0.640)
H (1.069, 5.004, 2.443)
H (-1.001, 6.377, 2.275)
H (-2.458, 6.151, 0.274)
H (-1.902, 4.544, -1.524)
H (-0.140, 3.092, -4.652)
H (-2.076, 2.582, -6.142)
H (-4.135, 1.520, -5.211)
H (-4.242, 0.953, -2.786)
H (-2.379, 1.544, -1.289)
H (2.905, 1.268, -1.652)
H (4.947, 1.529, -3.009)
H (5.135, 3.424, -4.614)
H (3.225, 5.015, -4.883)
H (1.124, 4.698, -3.597)
H (1.425, -4.242, -3.686)
H (3.714, -5.166, -3.547)
H (5.088, -4.846, -1.494)
H (4.120, -3.652, 0.460)
H (1.807, -2.736, 0.357)
H (-2.287, -1.972, 0.065)
H (-4.175, -3.409, 0.825)
H (-4.305, -5.797, 0.130)
H (-2.527, -6.753, -1.332)
H (-0.649, -5.331, -2.111)
H (-2.625, -2.446, -3.237)
H (-3.205, -1.585, -5.494)
H (-1.422, -0.831, -7.058)
H (0.965, -0.901, -6.336)
H (1.557, -1.678, -4.064)
H (0.944, 1.289, -1.595)
H (0.428, -1.292, -1.787)
N (-2.218, 0.631, 1.481)
C (-1.434, 0.391, 0.622)